C5H7N3 | ωB97M-V with the def2-TZVPD basis set

Properties
- E_HOMO: -0.31802 Eh
- LUMO: 0.4 eV
- 2S+1: 1
- Max |F|: 4.566 eV/Å
- ΔE to the lowest compared entry with this formula, charge and spin: 137.6 kcal per mole

CARTESIAN COORDINATES (ANGSTROEM)
N -0.80 -1.38 1.06
N 0.95 1.39 -0.20
N -0.28 -0.60 0.11
C 0.63 0.38 0.40
C -0.95 -0.84 -1.13
C 1.94 2.40 0.02
C -1.71 -2.10 0.51
C -1.87 -1.79 -0.87
H -2.68 -2.05 -1.44
H 1.47 3.40 -0.04
H 2.44 2.40 1.04
H 2.59 2.14 -0.70
H 1.41 -0.56 1.95
H -0.86 -0.17 -2.00
H -2.29 -2.61 1.29

Atomic partial charges in e from the natural (NBO) method, atoms 1 to 5: number 1, N, carries -0.207; number 2, N, carries -0.467; number 3, N, carries -0.294; number 4, C, carries 0.530; number 5, C, carries -0.027